This record from the Open Molecules 2025 dataset describes a gas-phase ion, C13H13N2 (charge +1) in a non-equilibrium geometry. The level of theory is ωB97M-V/def2-TZVPD.

Structure (XYZ):
```
28
Properties=species:S:1:pos:R:3:forces:R:3:nbo_charge:R:1
H -1.559134 -3.372758 0.327357 0.41 0.11 -0.49 0.36
N -0.811641 -2.675284 0.214459 0.32 -2.60 1.11 -0.60
C -1.282172 -1.550914 0.016861 -2.57 2.17 -0.48 0.26
C -2.766057 -1.316871 -0.380619 0.67 -1.58 1.54 -0.53
C -3.291872 -0.012311 -0.000034 0.49 2.61 0.48 -0.09
C -2.510574 1.111793 -0.034507 -5.19 -1.28 0.54 -0.11
N -1.156686 1.042574 -0.290136 3.82 -1.00 3.11 -0.38
C -0.322851 2.078198 0.540425 -1.88 -0.57 1.69 -0.24
C 1.005586 2.110282 -0.052388 0.43 -1.31 0.61 -0.19
C 1.627043 0.923509 -0.202848 0.74 -0.67 0.40 -0.03
C 3.068826 0.869029 -0.497950 -0.59 0.36 0.32 -0.15
C 3.826216 -0.204659 -0.142285 -3.43 0.03 -0.72 -0.19
C 3.083618 -1.430068 0.219339 -2.77 3.04 -0.07 -0.08
C 1.702154 -1.478019 0.345131 2.31 -2.00 0.77 -0.26
C 0.935948 -0.331487 0.169718 -2.94 1.80 -1.67 0.01
C -0.467745 -0.367140 0.045761 1.88 1.85 -0.07 0.08
H -3.393487 -2.157633 -0.004920 0.51 0.58 -0.26 0.25
H -2.691649 -1.415578 -1.433834 -0.45 -0.03 -1.32 0.26
H -4.339311 0.083802 0.365880 0.90 0.04 -0.66 0.25
H -3.041822 2.084027 0.081186 1.17 -0.60 0.11 0.25
H -0.849676 1.337327 -1.170603 0.16 0.17 -2.64 0.43
H -0.373158 1.729970 1.639041 0.26 0.15 -1.59 0.25
H -0.818947 3.049037 0.551737 -0.27 -0.18 -0.48 0.25
H 1.522348 3.030714 -0.082892 0.50 0.84 -0.37 0.24
H 3.324492 1.844716 -0.927955 1.07 -0.62 0.30 0.23
H 4.848643 -0.227720 -0.287478 1.92 -0.04 -0.15 0.24
H 3.539034 -2.320034 0.384826 1.82 -2.37 0.39 0.22
H 1.192864 -2.434515 0.606732 0.72 1.10 -0.39 0.29
```
Forces are in eV/Å.

SMILES string: [H]/N=C1\CC=C[N@H+]2CC=c3ccccc3=C12
DFT total energy (eV): -16661.8438
HOMO (eV): -11.62
Frontier orbital gap (eV): 6.647
ΔE to the lowest compared entry with this formula, charge and spin (kJ/mol): 284.7
Total charge: +1
LUMO level (eV): -4.97

This record from the Open Molecules 2025 dataset describes 2 unconnected molecules or ions with the total composition C13H13NO10S. The level of theory is ωB97M-V/def2-TZVPD.

Structure (XYZ):
```
38
Properties=species:S:1:pos:R:3:forces:R:3:nbo_charge:R:1
C 3.988528 -0.959480 1.158143 0.27 -0.05 -0.22 -0.61
C 3.922855 0.351422 0.358931 -0.02 0.01 -0.18 -0.52
C 2.987513 1.347177 1.004633 0.10 0.14 0.08 0.83
O 3.163069 1.747615 2.128270 -0.13 -0.06 0.17 -0.61
O 1.955404 1.726872 0.232829 -0.11 -0.21 -0.07 -0.51
C 0.687209 1.240465 0.707704 -0.26 -0.48 0.22 -0.04
C -0.245329 0.923712 -0.450826 0.12 -0.43 -0.20 -0.49
C -1.232568 -0.109306 -0.018640 -0.08 0.31 0.12 0.00
C -2.473762 0.349493 0.425286 0.02 -0.09 -0.28 0.31
O -2.771345 1.679370 0.466067 -0.45 -0.39 0.04 -0.74
C -3.467352 -0.539851 0.865867 -0.03 0.16 0.19 0.26
O -4.652984 -0.036331 1.298987 -0.01 -0.15 0.28 -0.67
C -3.252625 -1.911473 0.886653 0.22 -0.01 -0.12 -0.24
C -2.023400 -2.353610 0.436189 0.05 0.08 -0.17 -0.15
C -1.026830 -1.487660 -0.010725 -0.52 0.24 0.20 -0.12
C 0.143702 -2.296583 -0.392966 -0.27 -0.24 -0.29 0.68
O 1.247024 -1.981041 -0.742454 0.25 0.10 0.15 -0.55
N -0.257926 -3.675057 -0.277314 0.33 0.60 0.72 -0.67
C -1.509996 -3.737503 0.363353 -0.17 0.04 -0.01 0.68
O -2.023009 -4.749418 0.776282 0.04 -0.19 0.08 -0.58
H 5.006789 -1.347304 1.116145 0.02 -0.10 0.09 0.19
H 3.345567 -1.718389 0.718659 -0.20 0.05 0.08 0.22
H 3.729678 -0.804066 2.202791 -0.01 0.02 0.06 0.21
H 4.916320 0.797999 0.329342 0.00 0.14 0.01 0.21
H 3.593781 0.169280 -0.660396 0.04 0.00 -0.05 0.25
H 0.872408 0.299253 1.239983 0.14 0.00 0.08 0.15
H 0.230372 1.913577 1.433256 0.11 0.31 -0.11 0.18
H 0.321492 0.498972 -1.275147 0.17 0.40 -0.15 0.28
H -0.797423 1.792036 -0.810737 0.64 0.26 -0.39 0.30
H -2.541970 2.127341 -0.381601 0.33 0.37 -0.10 0.56
H -4.518078 0.908626 1.455751 -0.01 0.12 -0.35 0.50
H -4.002678 -2.603686 1.238902 -0.10 0.04 0.02 0.23
H 0.472959 -4.210707 0.174311 -0.06 -0.49 -0.44 0.39
O -1.679892 2.868437 -4.280116 -0.04 0.12 0.19 -1.11
S -0.754091 3.341112 -3.217548 0.24 -0.57 -0.17 2.57
O -0.119940 4.620840 -3.611464 -0.26 0.00 0.27 -1.10
O 0.296668 2.307712 -2.966387 -0.10 0.09 -0.06 -1.13
O -1.530139 3.510153 -1.922012 -0.26 -0.18 0.33 -1.17
```
Forces are in eV/Å.

DFT total energy (eV): -46493.7683
HOMO (eV): -0.27
Frontier orbital gap (eV): 4.411
Total charge: -2
LUMO level (eV): 4.14

This record from the Open Molecules 2025 dataset describes a molecular structure, C13H14BBr2CaN8 in a non-equilibrium geometry. The level of theory is ωB97M-V/def2-TZVPD.

Structure (XYZ):
```
39
Properties=species:S:1:pos:R:3:forces:R:3:mulliken_spin:R:1
Ca -0.000546 -0.985736 -2.617295 0.01 -1.24 -3.47 0.00
C -0.001246 3.488564 -2.507695 0.00 -0.57 0.17 0.00
C 0.000854 2.296864 -3.248495 -0.02 1.09 0.34 0.00
N -0.000846 1.256964 -2.436195 0.01 -0.25 0.19 0.00
N -0.001646 1.732364 -1.165895 -0.01 0.12 0.43 0.01
C -0.002846 3.069364 -1.186195 0.00 0.99 -0.76 0.00
B -0.002946 0.750464 0.013405 0.06 -0.30 -1.56 0.00
N 1.281354 -0.122536 -0.084595 -0.07 0.18 0.51 0.00
C 2.292354 -0.223536 0.793405 0.55 -0.60 -0.13 0.00
C 3.209454 -1.136636 0.306505 -0.20 0.10 -0.09 0.00
C 2.676254 -1.544536 -0.918495 0.48 0.13 0.61 0.00
N 1.527754 -0.925536 -1.137495 0.78 0.13 0.86 0.00
N -1.283746 -0.122936 -0.086295 0.04 0.19 0.53 0.00
C -2.294446 -0.223536 0.792305 -0.55 -0.61 -0.13 0.00
C -3.211146 -1.137036 0.306005 0.20 0.10 -0.10 0.00
C -2.677946 -1.545536 -0.918995 -0.49 0.13 0.61 0.00
N -1.530446 -0.925736 -1.139295 -0.77 0.13 0.87 0.00
N -0.005846 1.427564 1.375005 0.08 -2.10 1.92 -0.05
C 0.001654 0.778364 2.558405 -0.22 -1.02 -2.96 0.32
C -0.029046 1.726964 3.568105 0.13 2.39 1.46 0.31
C -0.028046 2.968764 2.895905 0.05 -0.76 1.02 0.02
N 0.045754 2.741864 1.613905 0.01 1.84 -0.52 0.31
H -0.000346 4.492664 -2.876095 0.00 0.21 -0.06 0.00
H -0.000046 2.178964 -4.317995 0.01 -0.08 -0.09 0.00
H 0.000354 3.646664 -0.278295 0.00 -0.02 -0.32 0.00
H 2.332754 0.332564 1.707705 0.05 0.18 0.11 0.01
H 4.118154 -1.459436 0.770905 0.20 -0.01 0.07 0.00
H 3.079454 -2.247236 -1.630895 -0.03 0.00 -0.02 0.00
H -2.333446 0.332264 1.706705 -0.05 0.18 0.11 0.01
H -4.119346 -1.459636 0.771105 -0.20 -0.02 0.07 0.00
H -3.080946 -2.248436 -1.631095 0.03 0.00 -0.02 0.00
H 0.005354 -0.292136 2.620605 0.03 -0.30 0.02 0.05
H 0.021054 1.565164 4.625205 -0.05 -0.16 0.31 -0.01
H 0.000554 3.956764 3.310405 -0.05 0.23 0.00 0.01
Br -0.002446 -3.084736 0.907505 0.00 -0.14 0.36 0.00
C 0.003354 -4.612536 -0.239395 0.00 0.04 0.03 0.00
Br -0.002346 -4.059836 -2.126895 0.00 -0.51 0.11 0.00
H -0.895346 -5.197636 -0.046295 0.15 0.17 -0.26 0.00
H 0.908554 -5.188236 -0.049195 -0.15 0.16 -0.25 0.00
```
Forces are in eV/Å.

DFT total energy (eV): -184815.9967
HOMO (alpha / beta) (eV): -15.05 / -15.04
Frontier orbital gap (alpha / beta) (eV): 8.884 / 4.131
ΔE to the lowest compared entry with this formula, charge and spin (kJ/mol): 57.5
Total charge: +2
Multiplicity: 2
LUMO level (alpha / beta) (eV): -6.16 / -10.91

This record from the Open Molecules 2025 dataset describes a molecular structure, C13H14Br2N2O3V in a non-equilibrium geometry. The level of theory is ωB97M-V/def2-TZVPD.

Structure (XYZ):
```
35
Properties=species:S:1:pos:R:3:forces:R:3:mulliken_spin:R:1
V 0.000000 0.000000 0.000000 -2.26 -0.19 0.17 1.98
Br 0.704743 -2.261605 -0.762479 0.46 -1.57 -0.52 0.02
C 2.544379 -1.781687 -0.852991 1.34 -1.86 -0.68 0.00
Br 2.469860 0.038644 -0.301780 1.98 -12.50 -3.58 0.05
H 2.924842 -1.865911 -1.890005 -0.19 0.03 0.72 0.00
H 3.146195 -2.385229 -0.145365 -0.35 0.38 -0.53 0.00
O 1.263818 6.630544 1.861711 0.08 0.31 0.09 0.00
C 2.277250 5.716083 1.465212 -0.18 0.13 0.04 -0.04
C 1.708724 4.366539 1.116551 -1.49 0.83 0.48 0.21
C 2.564618 3.357012 0.668544 0.24 -1.82 -0.61 -0.04
C 2.027651 2.120327 0.353041 -0.62 5.20 1.68 0.14
N 0.717016 1.824855 0.452158 1.08 -0.08 -0.18 0.11
C -0.114721 2.800983 0.887896 -1.63 0.92 0.52 0.32
C 0.343373 4.072466 1.226597 0.89 0.13 -0.09 -0.06
C -1.500209 2.345063 0.942764 0.71 0.45 -0.07 0.06
C -2.594522 3.096003 1.364443 -1.00 -0.14 0.08 0.02
C -3.869765 2.514634 1.357061 0.68 0.30 0.34 0.03
C -5.066437 3.309440 1.796791 -0.13 -0.09 -0.19 0.00
O -5.306705 4.383188 0.897682 0.23 0.28 -0.39 0.00
C -3.999003 1.195787 0.921982 0.55 0.14 -0.06 0.06
C -2.859463 0.519845 0.521512 -0.99 0.84 0.31 0.06
N -1.625603 1.063062 0.522578 -2.20 2.58 1.16 0.10
H 1.710211 7.471290 2.058357 -0.37 -0.44 -0.08 0.00
H 2.986429 5.613480 2.293172 0.23 -0.13 -0.11 0.01
H 2.790518 6.135585 0.593641 0.24 -0.18 -0.03 0.01
H 3.631451 3.523744 0.564139 -0.04 -0.02 0.00 0.01
H 2.655771 1.307552 0.000470 1.81 10.07 2.31 0.02
H -0.343160 4.837652 1.571574 0.09 -0.11 -0.05 0.00
H -2.477868 4.122789 1.695699 0.03 -0.11 -0.02 0.01
H -4.907843 3.716379 2.800726 -0.02 0.13 -0.18 0.00
H -5.966467 2.686690 1.828613 0.16 -0.19 0.10 0.00
H -4.955221 4.125119 0.027961 -0.24 0.15 0.47 0.00
H -4.961727 0.696626 0.892594 0.11 0.07 0.02 0.01
H -2.907195 -0.509044 0.176579 -0.26 0.52 0.20 -0.01
O -1.316470 -0.926698 -0.108817 1.08 -4.01 -1.31 -0.12
```
Forces are in eV/Å.

DFT total energy (eV): -188595.4403
HOMO (alpha / beta) (eV): -5.12 / -8.31
Frontier orbital gap (alpha / beta) (eV): 5.253 / 8.325
Multiplicity: 4
LUMO level (alpha / beta) (eV): 0.13 / 0.01

This record from the Open Molecules 2025 dataset describes 2 unconnected molecules or ions with the total composition C13H14Cl2F8NO. The level of theory is ωB97M-V/def2-TZVPD.

Structure (XYZ):
```
39
Properties=species:S:1:pos:R:3:forces:R:3:nbo_charge:R:1
C -1.068891 2.586991 1.942894 -0.04 0.01 0.10 -0.63
C -0.374220 1.291723 1.557817 -0.51 -0.18 -0.25 -0.22
Cl 0.548224 0.768951 2.979465 0.03 -0.22 -0.07 0.00
C -1.342505 0.171825 0.959213 0.17 0.18 0.55 -0.24
Cl -1.007582 -1.486977 1.531764 0.05 0.09 -0.03 0.00
C -2.797824 0.492178 1.213982 -0.06 -0.03 -0.09 -0.03
C -3.450397 0.070712 2.372381 -0.30 0.42 -0.33 -0.07
C -4.774515 0.429357 2.584573 0.14 0.10 -0.30 -0.22
C -5.432080 1.195196 1.639891 0.01 -0.19 0.35 0.08
N -4.785766 1.580327 0.529739 0.34 -0.14 -0.01 -0.41
C -3.505209 1.254105 0.294733 0.55 -0.60 0.58 0.08
H -1.773522 2.453963 2.758540 -0.14 -0.14 0.09 0.21
H -1.583381 3.053925 1.107011 -0.01 0.06 -0.18 0.21
H -0.311033 3.267856 2.310299 0.10 0.21 -0.09 0.26
H 0.323867 1.529333 0.764683 0.36 -0.20 0.00 0.23
H -1.161369 0.088048 -0.103649 -0.01 0.35 -0.24 0.26
H -2.931014 -0.522360 3.105213 0.14 -0.14 0.08 0.27
H -5.266652 0.096951 3.481131 -0.29 0.09 0.07 0.27
H -6.455611 1.511884 1.745215 -0.12 0.03 -0.04 0.25
H -5.269354 2.125146 -0.171672 -0.15 0.06 0.02 0.45
H -3.020401 1.582120 -0.608796 -0.27 0.22 -0.27 0.25
C 1.960084 -1.419706 -0.919326 -0.29 -0.30 0.44 -0.13
C 1.710382 -0.418612 -2.056706 0.49 0.09 0.19 0.60
C 1.755743 -0.931286 -3.497576 -0.13 0.01 -0.22 0.52
F 2.975906 -1.400208 -3.806253 -0.01 0.03 0.09 -0.31
F 1.471256 0.101728 -4.324908 0.01 -0.05 0.05 -0.32
F 2.508882 0.654821 -1.914841 -0.07 -0.05 -0.03 -0.30
F 0.414477 0.020138 -1.875007 -0.20 -0.03 -0.02 -0.36
O 3.241860 -1.450173 -0.333226 0.21 0.35 -0.50 -0.51
C 4.244641 -2.252760 -0.831706 -0.31 -0.17 0.23 0.85
C 5.442834 -1.430641 -1.314896 0.19 0.11 -0.02 0.50
F 5.063388 -0.563919 -2.275118 -0.05 -0.04 -0.01 -0.32
F 6.360924 -2.271655 -1.831579 -0.02 0.00 0.00 -0.31
F 3.791029 -3.086581 -1.784658 0.04 0.11 -0.03 -0.32
F 4.685407 -3.009753 0.191455 0.03 -0.10 0.03 -0.31
H 1.317124 -1.067030 -0.115466 0.02 0.01 0.09 0.21
H 1.603995 -2.419161 -1.172657 0.08 0.03 -0.24 0.21
H 1.012675 -1.719612 -3.651223 0.02 0.00 0.02 0.14
H 5.878629 -0.876844 -0.480737 -0.02 -0.02 0.01 0.15
```
Forces are in eV/Å.

DFT total energy (eV): -64024.1068
HOMO (eV): -13.64
Frontier orbital gap (eV): 8.806
Total charge: +1
LUMO level (eV): -4.84

This record from the Open Molecules 2025 dataset describes a molecular structure, C13H14ClF5OTbTe in a non-equilibrium geometry. The level of theory is ωB97M-V/def2-TZVPD.

Structure (XYZ):
```
36
Properties=species:S:1:pos:R:3:forces:R:3:mulliken_spin:R:1
Tb -1.724466 0.806373 -0.086301 -0.52 0.36 -1.39 6.04
C -1.193689 1.713802 2.760358 -0.13 -0.19 0.33 -0.02
C -1.180626 2.888930 2.035602 -0.44 0.51 0.08 0.02
C -0.183975 3.116297 1.110733 0.09 0.26 -0.06 -0.01
C 0.797211 2.164419 0.908701 0.40 0.39 0.50 -0.01
C 0.772192 0.977784 1.613052 0.24 -0.34 -0.08 -0.01
C -0.227120 0.750591 2.537543 -0.13 -0.46 0.42 0.01
H -1.941813 1.558592 3.517765 -0.26 -0.10 0.07 0.00
H -1.945923 3.632438 2.194607 -0.08 0.01 -0.01 0.00
H -0.168694 4.037434 0.551482 -0.04 0.06 -0.16 0.00
H 1.589232 2.350827 0.201280 -0.49 0.02 1.04 0.01
H 1.534732 0.233678 1.446838 0.08 -0.17 -0.06 0.01
H -0.248909 -0.176213 3.091429 -0.01 -0.09 0.02 0.00
Cl -3.207370 -0.108362 -2.010061 0.06 -0.08 -0.01 -0.01
C -1.766441 -1.538832 0.593953 -0.07 -0.41 0.45 -0.03
C -0.470138 -2.185548 0.211918 -0.99 0.23 0.57 0.01
C -0.079165 -2.208406 -1.135132 0.40 -1.13 0.23 0.01
C 1.128678 -2.807452 -1.507231 -0.28 -0.31 0.68 0.00
C 1.951827 -3.385904 -0.536786 -0.22 0.09 0.01 0.00
C 1.568422 -3.365989 0.807351 -0.34 0.35 -0.28 0.00
C 0.361272 -2.767809 1.183312 0.87 -0.11 -0.67 0.00
H -1.941099 -1.588336 1.689870 0.11 -0.32 -0.31 0.00
H -2.606125 -2.051193 0.078832 0.37 0.52 0.23 0.00
H -0.709155 -1.762896 -1.895366 -0.20 -0.21 0.17 0.00
H 1.426536 -2.823064 -2.547675 0.00 0.03 -0.01 0.00
H 2.886337 -3.849108 -0.826096 0.03 -0.02 -0.01 0.00
H 2.206673 -3.813975 1.557894 0.05 -0.04 0.04 0.00
H 0.077499 -2.759802 2.228398 -0.16 0.00 0.00 0.00
F -0.168580 0.801766 -4.333922 2.11 0.90 1.90 0.00
Te 0.915903 1.515104 -2.803707 -3.64 0.75 0.27 0.01
F 2.000839 2.228251 -1.273851 0.23 -0.89 -3.77 0.00
F 2.603966 1.031231 -3.774748 -2.59 0.82 1.58 0.00
F 0.892346 -0.297040 -1.942266 0.99 3.25 -1.49 0.01
F 0.939954 3.327069 -3.665267 0.52 -2.59 0.98 0.00
O -0.787248 2.003407 -1.823753 4.07 -0.97 -1.88 0.00
H -3.103084 2.351935 -0.158758 -0.02 -0.14 0.63 -0.04
```
Forces are in eV/Å.

DFT total energy (eV): -71594.2921
HOMO (alpha / beta) (eV): -4.27 / -4.22
Frontier orbital gap (alpha / beta) (eV): 3.833 / 3.801
ΔE to the lowest compared entry with this formula, charge and spin (kJ/mol): 0.0
Total charge: -1
Multiplicity: 7
LUMO level (alpha / beta) (eV): -0.43 / -0.42